[1]
{"formula": "C8H26N2O6Sr", "method": "wB97M-V/def2-TZVPD", "symbols": ["Sr", "O", "H", "O", "H", "O", "H", "O", "H", "C", "C", "C", "O", "C", "N", "H", "H", "H", "H", "H", "H", "H", "H", "H", "H", "H", "C", "C", "C", "O", "C", "N", "H", "H", "H", "H", "H", "H", "H", "H", "H", "H", "H"], "xyz": [[0.489, -1.026, -1.351], [-1.521, -2.326, -1.762], [-2.399, -2.092, -1.433], [0.117, -0.701, -3.796], [0.039, -0.428, -4.705], [1.361, -3.198, -2.321], [1.303, -3.792, -1.560], [2.358, 0.309, -0.338], [3.168, 0.697, -0.648], [0.127, -3.320, 1.720], [0.737, -2.062, 2.334], [2.229, -2.192, 2.647], [2.523, -1.146, 3.565], [3.893, -1.060, 3.862], [0.492, -0.896, 1.399], [-0.939, -3.212, 1.557], [0.378, -4.176, 2.361], [0.610, -3.522, 0.760], [0.253, -1.739, 3.259], [2.838, -2.090, 1.743], [2.426, -3.174, 3.099], [4.342, -2.020, 4.140], [4.045, -0.416, 4.736], [4.384, -0.544, 3.029], [1.404, -0.549, 1.052], [0.385, -0.158, 2.099], [-2.497, 1.036, -0.064], [-1.899, 1.573, -1.368], [-2.482, 2.956, -1.631], [-1.830, 3.509, -2.741], [-2.251, 4.793, -3.079], [-0.443, 1.556, -1.217], [-2.264, -0.022, 0.071], [-3.596, 1.087, -0.096], [-2.212, 1.558, 0.856], [-2.225, 0.837, -2.106], [-2.478, 3.599, -0.735], [-3.570, 2.840, -1.802], [-2.444, 5.425, -2.205], [-3.174, 4.744, -3.676], [-1.521, 5.299, -3.711], [-0.126, 1.690, -0.257], [-0.029, 2.356, -1.689]], "forces_ev_per_angstrom": [[0.01, -1.26, -2.97], [-0.73, 0.27, 1.14], [-0.09, -0.08, -0.05], [0.19, 0.72, 0.60], [0.03, 0.13, -0.30], [0.69, 0.16, 0.91], [-0.06, -0.24, -0.12], [-0.45, -0.09, 0.73], [0.36, 0.10, -0.15], [0.99, -0.01, 0.45], [-0.04, 0.64, -1.33], [-0.67, 0.00, 0.07], [0.22, -0.33, 0.56], [-0.05, 0.85, 0.04], [0.71, 0.29, 1.91], [-0.05, -0.05, -0.04], [-0.39, -0.06, 0.01], [-0.20, 0.10, -0.14], [-0.10, -0.65, 0.23], [-0.07, 0.02, -0.12], [0.14, 0.03, 0.14], [0.02, -0.15, -0.44], [-0.36, 0.02, -0.03], [0.39, -0.51, -0.03], [0.20, -0.24, -0.64], [-0.60, 0.29, -0.53], [-0.92, -0.32, 0.18], [0.04, -0.12, 1.83], [-0.85, -0.72, -0.01], [0.47, 0.50, 0.05], [-0.60, 0.14, -0.33], [-0.03, 0.93, -0.03], [0.21, 0.03, -0.12], [0.10, -0.01, -0.11], [0.33, 0.24, -0.22], [0.38, 0.29, -0.57], [0.73, 0.13, -0.06], [0.09, -0.06, -0.43], [0.06, -0.04, 0.12], [-0.13, 0.06, 0.14], [0.29, -0.24, 0.09], [-0.32, -0.24, 0.09], [0.08, -0.52, -0.54]], "lowdin_charge": [1.3061, -0.6215, -0.1740, -0.6014, -0.1982, -0.6325, -0.1924, -0.5740, -0.1388, -0.0554, -0.3979, -0.2016, -0.1974, -0.1359, -0.0194, 0.0751, 0.0648, 0.0720, 0.1248, 0.1358, 0.1174, 0.0787, 0.0740, 0.0933, -0.0101, 0.0662, -0.0836, -0.4072, -0.2327, -0.1668, -0.1392, 0.0046, 0.0612, 0.0715, 0.0715, 0.1416, 0.1211, 0.1218, 0.0784, 0.0818, 0.0802, 0.0592, 0.0790], "largest_force_ha_per_bohr": 0.0627, "charge": -2, "relative_energy_kcal_mol": 0.0, "gap_ev": 4.15, "homo_energy_ev": 0.413}

[2]
{"formula": "C3H6BrN2S", "method": "wB97M-V/def2-TZVPD", "symbols": ["C", "C", "C", "N", "N", "S", "Br", "H", "H", "H", "H", "H", "H"], "xyz": [[0.750, -0.496, -0.334], [-0.239, 0.952, 1.318], [-1.975, 0.016, -0.574], [0.775, 0.509, 0.566], [1.867, -1.150, -0.647], [-0.702, -0.968, -1.194], [-2.942, 1.059, -1.791], [-0.233, 1.978, 1.637], [-0.931, 0.257, 1.753], [-2.534, -0.365, 0.265], [1.593, 1.114, 0.498], [2.714, -1.080, -0.103], [1.857, -1.827, -1.396]], "forces_ev_per_angstrom": [[-0.20, -0.26, -0.04], [-1.62, -0.12, -0.23], [0.35, 0.43, 0.19], [1.22, -0.08, -0.75], [-0.20, 0.20, 0.08], [0.14, 0.15, 0.20], [0.28, -0.28, 0.27], [0.11, 0.12, 0.03], [0.11, -0.14, 0.13], [-0.06, 0.07, 0.04], [-0.04, -0.21, 0.06], [-0.11, 0.04, 0.05], [0.03, 0.07, -0.05]], "nbo_charge": [0.3135, -0.0923, -0.5750, -0.5522, -0.7267, 0.4451, 0.2065, 0.2290, 0.2161, 0.2279, 0.4383, 0.4337, 0.4361], "largest_force_ha_per_bohr": 0.0319, "charge": 1, "relative_energy_kcal_mol": 63.9, "gap_ev": [7.16, 7.63], "homo_energy_ev": [-12.233, -12.554]}

[3]
{"formula": "C3H8Se", "method": "wB97M-V/def2-TZVPD", "symbols": ["C", "C", "C", "Se", "H", "H", "H", "H", "H", "H", "H", "H"], "xyz": [[-0.864, 0.939, 0.206], [0.401, -2.058, 0.193], [0.451, 1.306, -0.412], [1.828, 0.038, -0.224], [-1.360, 1.890, 0.047], [-1.509, 0.149, -0.243], [-0.645, 0.709, 1.253], [1.195, -2.799, 0.499], [-0.495, -1.994, 0.939], [0.134, -2.046, -0.929], [0.768, 2.180, 0.140], [0.095, 1.685, -1.468]], "forces_ev_per_angstrom": [[-0.47, -0.13, 0.52], [0.39, 1.32, -1.07], [-1.65, 1.07, -2.45], [-0.71, -3.05, 0.57], [-0.97, 0.01, 0.77], [0.93, 0.39, 0.07], [-0.70, 0.10, 0.04], [-0.96, 1.03, -0.50], [1.95, 0.35, -1.49], [0.27, -0.45, 2.17], [0.29, 0.29, -0.06], [1.64, -0.94, 1.41]], "nbo_charge": [-0.6076, -0.6226, -0.6159, 0.1499, 0.2091, 0.2075, 0.2068, 0.2112, 0.2167, 0.2197, 0.2179, 0.2073], "largest_force_ha_per_bohr": 0.0618, "relative_energy_kcal_mol": 39.2, "gap_ev": 7.86, "homo_energy_ev": -8.262}

[4]
{"formula": "C21H48INO2P3Yb", "method": "wB97M-V/def2-TZVPD", "symbols": ["C", "C", "H", "H", "H", "O", "I", "Yb", "P", "C", "C", "H", "H", "H", "H", "H", "H", "C", "H", "H", "H", "P", "C", "C", "H", "H", "H", "C", "H", "H", "H", "H", "H", "H", "C", "O", "C", "C", "C", "C", "P", "N", "C", "C", "C", "C", "C", "C", "C", "C", "H", "H", "H", "H", "H", "H", "H", "H", "H", "H", "H", "H", "H", "H", "H", "H", "H", "H", "H", "H", "H", "H", "H", "H", "H", "H", "H"], "xyz": [[0.032, 0.010, -9.548], [0.038, 0.719, -8.218], [0.035, 0.743, -10.362], [-0.865, -0.623, -9.617], [0.920, -0.633, -9.619], [0.049, 1.908, -8.015], [0.025, -0.684, -6.516], [0.051, -0.326, -1.787], [2.527, -0.092, -1.772], [3.337, 1.220, -0.896], [3.026, -1.673, -1.056], [4.109, -1.721, -1.197], [4.119, -0.257, -3.449], [2.528, -2.506, -1.562], [2.533, -0.895, -4.037], [3.041, 1.205, 0.157], [2.771, -1.702, 0.010], [3.042, -0.098, -3.488], [4.400, 1.013, -1.020], [2.795, 0.864, -3.940], [3.055, 2.178, -1.338], [-2.448, -0.056, -1.771], [-3.251, 1.265, -0.912], [-2.979, -0.047, -3.482], [-2.508, -2.458, -1.555], [-4.072, -1.644, -1.185], [-2.742, -1.650, 0.024], [-2.989, -1.616, -1.043], [-2.487, -0.851, -4.034], [-4.059, -0.187, -3.446], [-4.322, 1.096, -1.020], [-2.956, 2.222, -1.339], [-2.720, 0.911, -3.938], [-2.962, 1.243, 0.135], [0.044, 1.757, -0.672], [0.139, 2.687, -0.030], [-0.110, 2.610, 2.346], [-1.317, 1.837, 1.950], [-2.226, 1.224, 3.002], [-2.173, 2.892, 1.301], [-0.271, -0.074, 1.842], [0.475, -0.111, 0.441], [0.845, 0.173, 3.730], [0.484, -0.943, 4.747], [2.286, 0.267, 3.207], [0.697, 1.392, 4.642], [0.224, -2.085, 1.871], [-0.988, -2.572, 2.674], [0.049, -2.711, 0.488], [1.613, -2.483, 2.406], [-0.012, 3.584, 1.830], [0.883, 2.187, 2.262], [-0.408, 2.950, 3.319], [-2.639, 2.100, 3.488], [-3.067, 0.647, 2.529], [-1.808, 0.585, 3.786], [-1.912, 3.320, 0.303], [-3.265, 2.698, 1.333], [-2.078, 3.722, 1.999], [0.517, -2.009, 4.528], [1.194, -0.823, 5.574], [-0.522, -0.750, 5.167], [2.550, 1.283, 2.869], [2.924, 0.067, 4.069], [2.610, -0.358, 2.379], [1.150, 2.324, 4.285], [-0.322, 1.567, 5.009], [1.305, 1.182, 5.522], [-1.904, -2.485, 2.067], [-0.759, -3.611, 2.824], [-1.243, -2.114, 3.629], [0.762, -2.378, -0.274], [0.242, -3.774, 0.680], [-0.949, -2.599, 0.098], [2.446, -2.308, 1.736], [1.969, -2.180, 3.412], [1.491, -3.570, 2.467]], "forces_ev_per_angstrom": [[0.00, -0.21, 0.14], [0.03, 3.28, -0.38], [0.00, -0.04, 0.29], [0.30, 0.13, 0.06], [-0.29, 0.13, 0.06], [-0.03, -3.19, -0.24], [0.00, -0.14, 0.25], [-0.08, -1.87, -0.13], [-0.01, 0.65, -0.05], [0.90, -0.04, 0.01], [0.63, 0.16, 0.03], [0.02, -0.52, 0.17], [0.16, -0.02, -0.79], [0.29, 0.05, -0.01], [0.21, 0.04, -0.02], [0.11, -0.07, -0.15], [0.19, 0.14, -0.42], [0.90, 0.00, 0.20], [0.27, 0.61, 0.38], [0.15, -0.09, -0.04], [0.20, -0.08, 0.02], [-0.10, 0.60, 0.08], [-1.00, -0.26, -0.10], [-0.65, -0.08, 0.12], [-0.26, 0.03, 0.07], [-0.04, -0.52, 0.20], [-0.20, 0.06, -0.24], [-0.65, 0.10, -0.07], [-0.21, 0.04, -0.08], [-0.13, -0.02, -0.65], [-0.28, 0.47, 0.25], [-0.14, -0.04, -0.04], [-0.12, -0.10, -0.02], [-0.18, -0.25, -0.30], [0.35, 1.55, -0.07], [0.68, -0.70, -2.00], [0.59, 2.02, 0.42], [-0.48, -1.72, 0.57], [-1.05, 0.28, 0.58], [-1.90, 0.70, -1.50], [2.80, 0.55, 0.34], [0.19, 0.60, 0.22], [-0.41, 0.23, -0.81], [-0.10, -0.29, 0.43], [0.43, 0.20, -0.01], [0.25, 0.78, 0.35], [-1.46, 1.00, 0.01], [-0.32, -0.39, -0.16], [0.59, -0.38, 0.22], [-0.14, -0.51, 0.75], [-0.31, -0.80, 0.02], [-0.21, -0.27, 0.46], [0.59, 0.02, 0.91], [-0.62, -0.05, 0.66], [0.73, 0.67, 0.31], [0.30, 0.10, -0.29], [-0.17, -0.56, 1.04], [0.65, -0.13, -0.22], [0.07, 0.17, 0.14], [0.01, 0.44, -0.34], [-0.15, 0.00, -0.04], [0.49, 0.03, -0.12], [-0.36, -0.16, 0.33], [0.28, -0.11, -0.05], [-0.30, -0.20, 0.17], [-0.35, -0.44, 0.01], [0.22, 0.05, -0.13], [-0.11, -0.22, 0.15], [0.33, -0.19, 0.03], [-0.48, -0.85, 0.44], [0.42, -0.01, -0.21], [0.09, -0.17, 0.38], [-0.20, -0.03, -0.48], [-0.30, -0.06, 0.04], [-0.21, 0.08, -0.28], [-0.63, -0.08, -0.97], [0.21, -0.13, 0.05]], "lowdin_spin": [0.0000, 0.0000, 0.0000, 0.0000, 0.0000, 0.0000, 0.0001, 0.0481, -0.0020, -0.0001, 0.0006, 0.0001, -0.0001, 0.0000, 0.0000, -0.0002, 0.0004, -0.0007, 0.0000, 0.0000, 0.0001, 0.0019, 0.0001, -0.0002, 0.0000, 0.0001, -0.0004, 0.0004, 0.0000, 0.0000, 0.0000, 0.0001, 0.0000, 0.0002, 0.0519, 0.0589, 0.0064, 0.0587, 0.0055, 0.0055, 0.0260, 0.5668, -0.0048, -0.0012, -0.0019, 0.0011, 0.1131, 0.0240, 0.0106, 0.0054, -0.0001, 0.0004, 0.0028, 0.0027, 0.0001, -0.0001, 0.0009, 0.0002, 0.0029, 0.0001, -0.0004, 0.0000, 0.0001, -0.0003, -0.0005, 0.0001, 0.0000, 0.0003, -0.0001, 0.0086, 0.0008, 0.0038, 0.0000, -0.0004, 0.0002, 0.0001, 0.0033], "largest_force_ha_per_bohr": 0.0643, "charge": 2, "relative_energy_kcal_mol": 137.9, "gap_ev": [6.60, 6.17], "spin_multiplicity": 2, "homo_energy_ev": [-13.282, -13.188]}

[5]
{"formula": "C9H9NOS", "method": "wB97M-V/def2-TZVPD", "symbols": ["C", "C", "C", "C", "C", "C", "C", "C", "C", "H", "H", "H", "H", "H", "H", "H", "H", "H", "N", "O", "S"], "xyz": [[-2.576, -0.676, -0.086], [-2.606, 0.603, -0.641], [-1.585, 1.495, -0.372], [-0.512, 1.143, 0.458], [0.632, 2.102, 0.698], [1.710, 2.014, -0.384], [2.482, -0.433, -0.296], [-0.517, -0.142, 1.016], [-1.525, -1.043, 0.747], [-3.449, -2.355, 0.032], [-3.466, 0.885, -1.277], [-1.618, 2.465, -0.806], [1.111, 1.890, 1.678], [0.261, 3.117, 0.706], [2.464, 2.794, -0.252], [1.275, 2.204, -1.384], [0.304, -0.442, 1.652], [-1.493, -2.039, 1.170], [2.349, 0.731, -0.404], [-3.611, -1.514, -0.394], [2.752, -1.994, -0.149]], "forces_ev_per_angstrom": [[-0.01, 0.40, -0.15], [-0.67, -0.08, -0.29], [0.35, -0.72, 0.50], [-0.24, -0.32, 0.01], [0.24, -0.71, 0.44], [-0.11, 0.08, -0.62], [0.00, 0.12, 0.05], [0.36, 0.72, -0.19], [-0.38, -0.16, -0.22], [-0.06, -0.31, 0.09], [0.66, -0.21, 0.43], [-0.02, 0.70, -0.29], [-0.33, 0.21, -0.52], [-0.07, 0.38, 0.08], [0.06, -0.18, 0.18], [0.07, -0.23, 0.41], [0.04, -0.05, 0.08], [0.01, -0.06, 0.06], [-0.02, 0.10, -0.01], [0.16, 0.21, 0.01], [-0.05, 0.12, -0.03]], "nbo_charge": [0.2991, -0.2520, -0.1966, -0.0578, -0.4193, -0.2081, 0.2780, -0.1860, -0.2789, 0.4778, 0.2258, 0.2072, 0.2190, 0.2218, 0.2173, 0.2151, 0.2183, 0.2112, -0.4336, -0.6604, -0.0978], "largest_force_ha_per_bohr": 0.0183, "relative_energy_kcal_mol": 0.0, "gap_ev": 9.34, "homo_energy_ev": -8.598}

[6]
{"formula": "C4H12N2S", "method": "wB97M-V/def2-TZVPD", "symbols": ["C", "N", "C", "C", "S", "C", "N", "H", "H", "H", "H", "H", "H", "H", "H", "H", "H", "H", "H"], "xyz": [[1.221, 0.086, 0.844], [-0.005, -0.608, 0.256], [-1.275, 0.044, 0.403], [-2.509, -0.601, -0.144], [-3.154, -2.286, 0.097], [1.790, 1.139, -0.100], [2.686, 0.521, -1.126], [0.883, 0.401, 1.822], [1.927, -0.724, 1.098], [-2.098, -2.786, 0.549], [-1.307, 0.986, -0.177], [-1.384, 0.227, 1.468], [-3.329, 0.022, 0.305], [-2.622, -0.492, -1.181], [2.509, 1.710, 0.568], [1.117, 1.927, -0.632], [2.071, 0.048, -1.823], [0.179, -0.896, -0.708], [3.300, 1.284, -1.518]], "forces_ev_per_angstrom": [[-2.41, -1.46, -1.25], [1.30, -0.89, -0.09], [0.88, 0.50, -0.18], [-2.28, 0.24, 1.13], [-1.69, 0.80, -0.37], [1.93, 1.60, 0.30], [-0.55, 0.46, -0.08], [-0.03, 0.87, 0.12], [0.15, 0.57, -0.66], [2.43, -1.31, 1.02], [0.09, 0.34, 0.62], [-0.19, 0.28, 0.12], [0.62, -0.37, -0.55], [0.35, 0.52, -1.52], [-0.82, -0.17, -0.82], [0.41, -1.54, 1.48], [1.18, 0.87, 0.28], [-0.10, 0.13, 0.39], [-1.26, -1.45, 0.05]], "nbo_charge": [-0.2371, -0.6418, -0.2188, -0.5163, -0.0411, -0.2510, -0.8545, 0.2010, 0.2204, 0.1123, 0.1664, 0.1922, 0.2223, 0.2026, 0.1933, 0.1835, 0.3513, 0.3459, 0.3695], "largest_force_ha_per_bohr": 0.0599, "relative_energy_kcal_mol": 34.8, "gap_ev": 9.61, "homo_energy_ev": -8.723}